<a>
DFT (ωB97M-V/def2-TZVPD) results for 2 unconnected molecules or ions with the total composition C3H10OS2.

Geometry (Å):
S: 1.61 -1.50 -0.63
S: 0.46 0.01 -1.08
O: -3.17 0.37 -0.87
C: -1.16 0.73 2.03
C: 0.29 0.82 1.81
C: 0.63 1.20 0.36
H: -1.40 0.66 3.12
H: 0.83 -0.14 2.34
H: -1.44 -0.17 1.70
H: 1.04 -2.40 0.13
H: 0.59 1.81 2.37
H: -3.43 -0.63 -0.89
H: -2.62 0.23 -1.75
H: -1.84 1.54 1.68
H: 1.76 1.46 0.44
H: 0.12 2.09 0.02

Results
E_LUMO: 0.55 eV
gap between HOMO and LUMO: 9.55 eV
molar mass: 126.246 g/mol

Results of the Mulliken charge analysis, in e, for atoms 1 through 8: number 1, S, carries -0.221; number 2, S, carries -0.041; number 3, O, carries -0.626; number 4, C, carries -1.279; number 5, C, carries -0.032; number 6, C, carries -0.728; number 7, H, carries 0.333; number 8, H, carries 0.188

<b>
DFT (ωB97M-V/def2-TZVPD) results for 2 unconnected molecules or ions with the total composition C3H10OS2.

Geometry (Å):
S: 1.97 2.19 2.33
S: -0.91 -0.87 -1.25
O: -3.05 -0.92 -3.48
C: 0.53 0.58 0.67
C: 0.08 -0.84 0.27
C: 1.49 0.57 1.89
H: 0.95 -1.53 0.28
H: 2.02 2.79 1.12
H: -4.00 -1.07 -3.26
H: 0.13 -1.00 -2.11
H: 2.27 -0.17 1.66
H: -2.59 -0.98 -2.62
H: 0.91 0.19 2.76
H: -0.59 -1.13 1.11
H: 1.11 0.95 -0.19
H: -0.32 1.27 0.82

Results
E_LUMO: 0.69 eV
gap between HOMO and LUMO: 9.87 eV
molar mass: 126.246 g/mol

Results of the Mulliken charge analysis, in e, for atoms 1 through 8: number 1, S, carries -0.245; number 2, S, carries -0.249; number 3, O, carries -0.617; number 4, C, carries -0.553; number 5, C, carries -0.776; number 6, C, carries -0.436; number 7, H, carries 0.374; number 8, H, carries 0.110

Bottom line: <b>, by a margin of 103.8 kJ/mol.

<a>
DFT (ωB97M-V/def2-TZVPD) results for 3 unconnected molecules or ions with the total composition C3H10OS2.

Geometry (Å):
S: 2.85 0.08 0.78
S: -1.72 0.21 -0.51
O: 0.21 -0.02 2.11
C: 1.50 0.62 -1.45
C: 1.97 -0.61 -0.59
C: -3.24 -0.28 0.63
H: 2.56 -1.27 -1.27
H: 0.86 1.40 -1.04
H: 1.08 -1.23 -0.20
H: -2.78 -0.94 1.39
H: -3.63 0.67 1.11
H: -0.10 0.34 1.26
H: -4.03 -0.74 -0.09
H: 1.25 0.21 2.00
H: 0.88 0.31 -2.36
H: 2.37 1.26 -1.79

Results
E_LUMO: -4.73 eV
gap between HOMO and LUMO: 3.42 eV
molar mass: 126.246 g/mol

Results of the Mulliken charge analysis, in e, for atoms 1 through 8: number 1, S, carries -0.168; number 2, S, carries -0.176; number 3, O, carries -0.566; number 4, C, carries -0.990; number 5, C, carries -0.295; number 6, C, carries -0.656; number 7, H, carries 0.297; number 8, H, carries 0.285

<b>
DFT (ωB97M-V/def2-TZVPD) results for 2 unconnected molecules or ions with the total composition C3H10OS2.

Geometry (Å):
S: -0.97 -2.89 2.78
S: -1.56 -4.00 1.20
O: 1.65 1.83 0.69
C: 2.14 2.56 -1.60
C: -2.99 -3.16 0.52
C: 1.13 2.39 -0.49
H: -0.07 -2.07 2.20
H: -3.91 -3.61 0.88
H: 0.26 1.84 -0.88
H: 0.75 3.37 -0.23
H: -3.05 -2.09 0.73
H: 2.38 1.24 0.50
H: -2.96 -3.25 -0.56
H: 1.81 3.32 -2.32
H: 2.29 1.65 -2.17
H: 3.10 2.89 -1.23

Results
E_LUMO: 0.64 eV
gap between HOMO and LUMO: 9.73 eV
molar mass: 126.246 g/mol

Results of the Mulliken charge analysis, in e, for atoms 1 through 8: number 1, S, carries -0.207; number 2, S, carries -0.055; number 3, O, carries -0.517; number 4, C, carries -1.132; number 5, C, carries -0.738; number 6, C, carries -0.099; number 7, H, carries 0.157; number 8, H, carries 0.281

<c>
DFT (ωB97M-V/def2-TZVPD) results for 2 unconnected molecules or ions with the total composition C3H10OS2.

Geometry (Å):
S: -0.48 0.35 -0.96
S: 1.22 -0.94 -0.02
O: 2.35 1.77 -2.42
C: -2.39 -1.35 0.15
C: -1.52 -0.12 0.46
C: 1.89 0.29 1.04
H: -0.93 -0.41 1.32
H: -1.88 -2.19 -0.31
H: 2.77 -0.07 1.59
H: -2.65 -1.68 1.17
H: -3.25 -1.14 -0.48
H: 1.22 0.56 1.86
H: 1.53 1.79 -2.93
H: -2.14 0.75 0.66
H: 2.14 1.27 0.62
H: 2.12 1.14 -1.74

Results
E_LUMO: -0.59 eV
gap between HOMO and LUMO: 8.67 eV
molar mass: 126.246 g/mol

Results of the Mulliken charge analysis, in e, for atoms 1 through 8: number 1, S, carries -0.150; number 2, S, carries -0.118; number 3, O, carries -0.618; number 4, C, carries -0.933; number 5, C, carries -0.434; number 6, C, carries -0.792; number 7, H, carries 0.260; number 8, H, carries 0.276

<d>
DFT (ωB97M-V/def2-TZVPD) results for 2 unconnected molecules or ions with the total composition C3H10OS2.

Geometry (Å):
S: -1.53 0.64 0.61
S: -0.65 -1.15 0.12
O: 2.57 -0.30 0.14
C: -3.06 0.18 1.45
C: 2.68 -0.11 -1.25
C: 2.15 1.23 -1.76
H: 2.84 2.03 -1.48
H: -3.08 0.64 2.44
H: 2.22 -0.91 -1.83
H: 2.16 1.17 -2.84
H: 2.98 0.48 0.56
H: -3.92 0.62 0.94
H: 3.73 -0.20 -1.57
H: 1.20 1.50 -1.32
H: -3.21 -0.88 1.65
H: -1.37 -1.42 -1.01

Results
E_LUMO: 0.69 eV
gap between HOMO and LUMO: 9.59 eV
molar mass: 126.246 g/mol

Results of the Mulliken charge analysis, in e, for atoms 1 through 8: number 1, S, carries -0.030; number 2, S, carries -0.216; number 3, O, carries -0.488; number 4, C, carries -0.782; number 5, C, carries -0.328; number 6, C, carries -0.875; number 7, H, carries 0.323; number 8, H, carries 0.280

Bottom line: <b>, by a margin of 9.3 kJ/mol.

<a>
DFT (ωB97M-V/def2-TZVPD) results for a single C2H4FN molecule.

Geometry (Å):
F: -1.18 0.54 -2.17
N: -0.25 0.70 -0.21
C: 0.47 0.04 0.83
C: -0.72 0.00 -1.11
H: -0.52 -1.12 -1.12
H: 0.21 0.44 1.89
H: 1.51 0.39 0.78
H: 0.49 -0.99 1.10

Results
E_LUMO: 1.15 eV
gap between HOMO and LUMO: 11.61 eV
molar mass: 61.059 g/mol

The molecule's Mulliken atomic charges, reported in e, are given here: number 1, F, carries -0.194; number 2, N, carries -0.353; number 3, C, carries -0.733; number 4, C, carries 0.174; number 5, H, carries 0.244; number 6, H, carries 0.254; number 7, H, carries 0.273; number 8, H, carries 0.336

<b>
DFT (ωB97M-V/def2-TZVPD) results for 2 unconnected molecules or ions with the total composition C2H4FN.

Geometry (Å):
F: 1.35 2.81 0.02
N: 0.61 0.30 0.19
C: -1.07 -1.52 -0.23
C: -0.18 -0.65 0.03
H: 1.55 1.87 -0.25
H: 0.72 0.73 1.06
H: -2.00 -0.97 -0.70
H: -0.98 -2.57 -0.12

Results
E_LUMO: 0.73 eV
gap between HOMO and LUMO: 10.64 eV
molar mass: 61.059 g/mol

The molecule's Mulliken atomic charges, reported in e, are given here: number 1, F, carries -0.450; number 2, N, carries -0.529; number 3, C, carries -0.844; number 4, C, carries 0.575; number 5, H, carries 0.503; number 6, H, carries 0.262; number 7, H, carries 0.187; number 8, H, carries 0.296

Bottom line: <a>, by a margin of 46.7 kJ/mol.

<a>
DFT (ωB97M-V/def2-TZVPD) results for a single C2H4FN molecule.

Geometry (Å):
F: 2.62 0.27 0.43
N: 1.65 0.11 -0.54
C: -1.05 -0.09 -0.29
C: 0.32 -0.20 0.31
H: -1.78 -0.65 0.14
H: -1.28 0.93 0.01
H: -0.95 -0.30 -1.42
H: 0.47 -0.06 1.36

Results
E_LUMO (spin up / spin down): -0.04 / -0.02 eV
gap between HOMO and LUMO (spin up / spin down): 9.85 / 9.40 eV
molar mass: 61.059 g/mol

The molecule's Mulliken atomic charges, reported in e, are given here: number 1, F, carries -0.168; number 2, N, carries -0.153; number 3, C, carries -0.762; number 4, C, carries -0.103; number 5, H, carries 0.354; number 6, H, carries 0.216; number 7, H, carries 0.256; number 8, H, carries 0.360

<b>
DFT (ωB97M-V/def2-TZVPD) results for a molecular structure, C2H4FN.

Geometry (Å):
F: -1.80 -0.75 -0.08
N: -0.58 1.44 0.10
C: -0.34 0.27 -0.02
C: 0.87 -0.50 -0.01
H: 0.86 -0.99 1.02
H: 1.75 -0.02 -0.21
H: -1.45 1.77 -0.10
H: 0.70 -1.20 -0.70

Results
E_LUMO: 0.75 eV
gap between HOMO and LUMO: 11.89 eV
molar mass: 61.059 g/mol

The molecule's Mulliken atomic charges, reported in e, are given here: number 1, F, carries -0.492; number 2, N, carries -0.433; number 3, C, carries 0.651; number 4, C, carries -0.918; number 5, H, carries 0.244; number 6, H, carries 0.330; number 7, H, carries 0.293; number 8, H, carries 0.325

<c>
DFT (ωB97M-V/def2-TZVPD) results for a single C2H4FN molecule.

Geometry (Å):
F: -2.64 -0.26 0.05
N: -1.31 -0.56 0.56
C: -0.42 -0.03 -0.21
C: 1.04 0.11 0.08
H: 1.59 0.93 -0.45
H: 1.07 0.25 1.27
H: -0.87 0.47 -1.11
H: 1.53 -0.91 -0.18

Results
E_LUMO: 0.87 eV
gap between HOMO and LUMO: 11.86 eV
molar mass: 61.059 g/mol

The molecule's Mulliken atomic charges, reported in e, are given here: number 1, F, carries -0.202; number 2, N, carries -0.313; number 3, C, carries 0.098; number 4, C, carries -0.683; number 5, H, carries 0.281; number 6, H, carries 0.240; number 7, H, carries 0.353; number 8, H, carries 0.226

Bottom line: <b>, by a margin of 85.5 kJ/mol.